# 1
Entry from OMol25: 2 unconnected molecules or ions with the total composition C5H10O3 (ωB97M-V with the def2-TZVPD basis set).

ORCA input file:
```
! RIJCOSX wB97M-V def2-TZVPD def2/J DEFGRID3
* xyz 0 1
C -2.512 -0.459 -0.607
C -0.601 -0.091 1.146
C -1.058 -0.547 -0.292
O -0.688 1.335 1.143
O -1.131 -0.712 2.094
O -0.210 -0.916 -1.076
H -1.095 1.575 1.988
H -3.064 -0.854 0.248
H -2.755 -0.981 -1.530
H -2.768 0.600 -0.701
C 2.169 0.795 -0.652
C 1.915 -0.596 -0.182
H 1.874 1.524 0.101
H 1.591 1.027 -1.544
H 3.233 0.903 -0.891
H 2.415 -0.897 0.731
H 2.006 -1.375 -0.925
H 0.678 -0.331 0.950
*
```

Computed properties:
- energy relative to the best compared isomer or geometry (same formula, charge and spin) (kJ/mol) = 416.2
- orbital gap (spin up / spin down) (hartree) = 0.30517 / 0.30538
- E_tot (eV) = -11485.873

# 2
Entry from OMol25: 2 unconnected molecules or ions with the total composition C5H10O3 (ωB97M-V with the def2-TZVPD basis set).

ORCA input file:
```
! RIJCOSX wB97M-V def2-TZVPD def2/J DEFGRID3
* xyz 1 2
O 2.283 -2.051 0.633
C 1.335 -1.526 1.131
O 1.069 -1.558 2.489
C 0.183 -0.738 0.393
C 0.313 -0.471 -1.193
C -0.893 0.114 -1.813
C -2.096 0.015 -1.172
H 1.874 -1.828 2.992
H -0.660 -1.487 0.418
H -0.042 0.270 0.997
H 1.293 0.067 -1.643
H 0.735 -1.478 -1.478
H -0.753 0.210 -2.907
H -2.389 0.055 -0.160
H -2.980 0.263 -1.870
H 0.104 3.651 0.278
H 0.726 3.232 1.735
O -0.100 3.260 1.171
*
```

Computed properties:
- energy relative to the best compared isomer or geometry (same formula, charge and spin) (kJ/mol) = 169.2
- orbital gap (spin up / spin down) (hartree) = 0.33378 / 0.19155
- E_tot (eV) = -11478.404

# 3
Entry from OMol25: C5H10O3Se in the gas phase (ωB97M-V with the def2-TZVPD basis set).

ORCA input file:
```
! RIJCOSX wB97M-V def2-TZVPD def2/J DEFGRID3
* xyz 0 1
C -0.493 -1.618 0.277
C 1.831 -1.158 -0.058
C -1.074 -0.136 0.258
C -0.251 0.733 -0.771
C 0.868 1.540 -0.167
O 0.843 -1.552 0.752
O -2.497 -0.242 -0.083
O -1.243 1.517 -1.352
Se 1.270 2.059 1.584
H -0.918 -2.172 1.137
H -0.381 -2.186 -0.598
H 1.565 -1.110 -1.083
H 2.803 -1.373 0.310
H -0.908 0.238 1.242
H 0.066 0.079 -1.546
H 1.836 1.725 -0.782
H -2.923 0.551 -0.462
H -1.366 2.290 -0.814
H 0.973 0.814 2.156
*
```

Computed properties:
- energy relative to the best compared isomer or geometry (same formula, charge and spin) (kJ/mol) = 372.7
- orbital gap (spin up / spin down) (hartree) = 0.25608 / 0.31855
- E_tot (eV) = -76830.254

# 4
Entry from OMol25: a molecular structure, C5H10O3Tl (ωB97M-V with the def2-TZVPD basis set).

ORCA input file:
```
! RIJCOSX wB97M-V def2-TZVPD def2/J DEFGRID3
* xyz 0 2
O -0.925 -1.771 -1.606
C -1.941 -1.857 -0.677
C -1.988 -0.582 0.164
O -0.719 -0.391 0.772
C -0.311 1.007 1.062
C 1.153 1.173 1.003
O 1.559 0.631 -0.316
C 2.786 1.125 -0.786
Tl 0.788 -1.272 -0.375
H -1.839 -2.841 -0.160
H -3.009 -2.014 -0.947
H -2.762 -0.651 0.949
H -2.228 0.293 -0.465
H -0.689 1.263 2.063
H -0.838 1.620 0.313
H 1.631 0.507 1.753
H 2.995 0.660 -1.760
H 2.734 2.219 -0.898
H 3.604 0.881 -0.088
*
```

Computed properties:
- energy relative to the best compared isomer or geometry (same formula, charge and spin) (kJ/mol) = 355.4
- orbital gap (spin up / spin down) (hartree) = 0.28449 / 0.17279
- E_tot (eV) = -16176.410

# 5
Entry from OMol25: 2 unconnected molecules or ions with the total composition C5H10O4 (ωB97M-V with the def2-TZVPD basis set).

ORCA input file:
```
! RIJCOSX wB97M-V def2-TZVPD def2/J DEFGRID3
* xyz 0 1
C 0.372 -1.939 0.906
C -0.675 -1.466 -0.076
C 1.824 -1.393 0.621
C -2.158 0.382 -0.294
C -2.615 1.760 0.364
O -1.265 -0.362 0.468
O 1.794 -0.291 -0.114
O 3.753 1.364 -1.125
O -2.330 0.078 -1.437
H 0.312 -1.444 1.974
H 0.545 -3.035 0.944
H -0.209 -1.319 -0.999
H -1.509 -2.252 -0.104
H -1.610 2.197 0.488
H -3.035 1.435 1.346
H -3.196 2.357 -0.374
H 2.698 0.097 -0.367
H 3.848 1.839 -0.308
H 3.454 1.990 -1.914
*
```

Computed properties:
- energy relative to the best compared isomer or geometry (same formula, charge and spin) (kJ/mol) = 405.2
- orbital gap (hartree) = 0.29898
- E_tot (eV) = -13533.692

# 6
Entry from OMol25: a molecular structure, C5H10O4 (ωB97M-V with the def2-TZVPD basis set).

ORCA input file:
```
! RIJCOSX wB97M-V def2-TZVPD def2/J DEFGRID3
* xyz 0 1
C -1.176 -2.240 1.130
O -0.201 -1.411 0.504
C -0.639 -0.189 0.127
O -1.080 0.658 1.052
C 0.349 0.922 0.215
C 1.603 0.830 1.037
C 0.530 1.575 -1.709
O 0.237 2.127 -0.440
H -0.653 -3.150 1.437
H -1.588 -1.734 2.014
H -1.983 -2.502 0.432
H 2.469 0.681 0.380
H 1.743 1.769 1.589
H 1.545 -0.003 1.744
H 1.183 2.314 -2.186
H -0.593 0.890 -2.162
O -1.558 -0.215 -1.336
H 1.069 0.667 -2.003
H -1.257 -0.987 -1.827
*
```

Computed properties:
- energy relative to the best compared isomer or geometry (same formula, charge and spin) (kJ/mol) = 614.1
- orbital gap (hartree) = 0.35386
- E_tot (eV) = -13531.527

# 7
Entry from OMol25: 2 unconnected molecules or ions with the total composition C5H10O4 (ωB97M-V with the def2-TZVPD basis set).

ORCA input file:
```
! RIJCOSX wB97M-V def2-TZVPD def2/J DEFGRID3
* xyz 0 1
C -0.390 -1.156 2.179
C 0.048 -0.218 1.309
O 0.524 0.997 1.728
O -0.785 -0.167 0.021
C -1.570 1.011 -0.159
H -0.046 -1.152 3.204
H -0.856 -2.059 1.806
H 0.242 1.115 2.645
H -2.222 1.127 0.709
H -0.926 1.888 -0.267
H -2.158 0.888 -1.069
C 1.009 0.424 -2.188
C 0.541 -0.726 -1.355
O 0.212 -1.814 -1.720
O 1.495 -0.651 0.013
H 1.094 1.317 -1.571
H 1.957 0.153 -2.654
H 0.284 0.582 -2.990
H 1.546 -1.559 0.357
*
```

Computed properties:
- energy relative to the best compared isomer or geometry (same formula, charge and spin) (kJ/mol) = 421.8
- orbital gap (hartree) = 0.33460
- structure (SMILES) = C=C(O)OC.CC(=O)O
- E_tot (eV) = -13533.521

# 8
Entry from OMol25: C5H10OS in the gas phase (ωB97M-V with the def2-TZVPD basis set).

ORCA input file:
```
! RIJCOSX wB97M-V def2-TZVPD def2/J DEFGRID3
* xyz 0 1
C 1.651 -0.709 -0.752
C 1.086 -0.348 0.635
C -0.303 0.316 0.618
C -0.308 1.631 -0.157
C -1.317 -0.724 0.185
O -1.091 -1.904 0.148
S -2.875 -0.066 -0.163
H 2.706 -1.014 -0.622
H 1.086 -1.587 -1.169
H 1.461 0.128 -1.473
H 1.035 -1.262 1.221
H 1.805 0.340 1.135
H -0.581 0.522 1.648
H -0.982 2.336 0.342
H 0.681 2.085 -0.105
H -0.555 1.497 -1.214
H -3.498 -1.240 -0.276
*
```

Computed properties:
- energy relative to the best compared isomer or geometry (same formula, charge and spin) (kJ/mol) = 0.0
- orbital gap (hartree) = 0.38525
- structure (SMILES) = CC[C@@H](C)C(=O)S
- E_tot (eV) = -18229.899

# 9
Entry from OMol25: C5H10OS in the gas phase (ωB97M-V with the def2-TZVPD basis set).

ORCA input file:
```
! RIJCOSX wB97M-V def2-TZVPD def2/J DEFGRID3
* xyz 0 1
C 1.442 -1.165 -1.189
O 1.449 -0.359 -0.047
C 0.249 0.110 0.605
S -0.784 0.925 -0.621
C -1.905 -0.310 -1.477
C 0.615 0.780 1.927
C -0.045 -0.493 1.950
H 2.476 -1.165 -1.682
H 0.588 -0.925 -2.121
H 1.048 -2.155 -0.576
H -2.310 -0.813 -0.686
H -1.656 -1.124 -2.201
H -2.527 0.512 -2.110
H 0.113 1.707 2.399
H 1.727 0.632 2.026
H 0.586 -1.364 2.272
H -1.238 -0.758 2.086
*
```

Computed properties:
- energy relative to the best compared isomer or geometry (same formula, charge and spin) (kJ/mol) = 434.3
- orbital gap (hartree) = 0.35540
- structure (SMILES) = COC1(SC)CC1
- E_tot (eV) = -18225.398

# 10
Entry from OMol25: C5H10S in the gas phase (ωB97M-V with the def2-TZVPD basis set).

ORCA input file:
```
! RIJCOSX wB97M-V def2-TZVPD def2/J DEFGRID3
* xyz 0 1
S -0.234 1.037 -1.593
C -0.212 -0.758 -1.119
C 0.043 -1.076 0.362
C 1.275 -0.532 1.154
C 0.307 0.553 1.743
C -0.880 -0.304 1.419
H -0.353 0.894 -2.904
H 0.571 -1.258 -1.756
H -1.165 -1.321 -1.357
H -0.069 -2.137 0.531
H 2.176 -0.230 0.598
H 1.585 -1.313 1.890
H 0.448 0.905 2.805
H 0.311 1.401 1.080
H -1.826 0.153 1.013
H -1.133 -0.985 2.235
*
```

Computed properties:
- energy relative to the best compared isomer or geometry (same formula, charge and spin) (kJ/mol) = 120.1
- orbital gap (hartree) = 0.36441
- structure (SMILES) = SCC1CCC1
- E_tot (eV) = -16181.233

# 11
Entry from OMol25: a molecular structure, C5H11BaF3N5O16S (ωB97M-V with the def2-TZVPD basis set).

ORCA input file:
```
! RIJCOSX wB97M-V def2-TZVPD def2/J DEFGRID3
* xyz -2 2
Ba 15.862 3.070 5.500
N 18.985 3.901 3.756
O 18.734 3.992 2.573
O 20.105 3.482 4.036
O 18.168 4.132 4.612
N 14.807 3.757 1.529
O 15.573 3.195 0.724
O 15.011 3.693 2.762
O 13.861 4.384 1.052
N 15.637 7.120 5.747
O 14.728 7.617 5.090
O 15.830 5.940 5.762
O 16.470 7.881 6.365
N 17.201 0.397 3.454
O 17.437 1.179 2.638
O 17.620 -0.742 3.326
O 16.530 0.657 4.404
C 10.855 3.687 7.532
F 10.207 3.804 6.301
F 10.158 4.457 8.389
F 10.885 2.339 7.987
S 12.680 4.389 7.325
O 12.503 5.760 6.840
O 13.160 4.326 8.721
O 13.451 3.522 6.408
C 17.585 4.866 9.460
C 17.370 4.204 8.127
C 18.366 3.059 7.862
O 18.018 2.197 6.743
C 18.699 0.964 6.524
N 15.991 3.731 8.204
H 17.508 4.141 10.270
H 16.808 5.631 9.479
H 18.532 5.362 9.674
H 17.441 4.985 7.369
H 18.390 2.373 8.708
H 19.390 3.433 7.846
H 18.003 0.182 6.830
H 19.589 0.785 7.127
H 18.953 0.769 5.482
H 16.064 2.974 8.868
H 15.294 4.317 8.641
*
```

Computed properties:
- orbital gap (spin up / spin down) (hartree) = 0.25302 / 0.11370
- E_tot (eV) = -65243.449

# 12
Entry from OMol25: a molecular structure, C5H11BiO4 (ωB97M-V with the def2-TZVPD basis set).

ORCA input file:
```
! RIJCOSX wB97M-V def2-TZVPD def2/J DEFGRID3
* xyz 1 2
O 1.378 -1.025 1.335
Bi 1.002 0.043 -0.297
O 1.077 -1.024 -1.895
C 0.034 -1.923 -2.036
C -1.286 -1.402 -1.479
O -1.079 -0.278 -0.652
C -1.944 0.818 -0.477
C -1.450 1.500 0.775
O -0.028 1.587 0.753
C 0.517 2.110 1.960
H 0.257 -2.881 -1.515
H -0.148 -2.212 -3.090
H -1.618 -2.215 -0.597
H -1.854 -0.985 -2.327
H -2.988 0.496 -0.348
H -1.868 1.460 -1.367
H -1.722 0.868 1.637
H -1.880 2.507 0.874
H 1.602 1.960 1.970
H 0.223 3.163 2.069
H 0.149 1.544 2.829
*
```

Computed properties:
- energy relative to the best compared isomer or geometry (same formula, charge and spin) (kJ/mol) = 438.1
- orbital gap (spin up / spin down) (hartree) = 0.39674 / 0.28930
- E_tot (eV) = -19380.492

# 13
Entry from OMol25: a gas-phase ion, C5H11BrN (charge +1) (ωB97M-V with the def2-TZVPD basis set).

ORCA input file:
```
! RIJCOSX wB97M-V def2-TZVPD def2/J DEFGRID3
* xyz 1 1
C -1.002 -0.849 1.077
N -0.337 -0.034 -0.051
C -0.937 -0.659 -1.214
C -0.483 1.351 0.087
C 1.149 -0.301 0.090
C 2.232 0.613 0.043
Br 3.982 -0.014 -0.078
H -2.112 -0.929 0.814
H -0.373 -1.789 0.964
H -0.857 -0.473 2.110
H -0.578 -1.761 -1.281
H -2.023 -0.818 -0.986
H -0.797 -0.119 -2.225
H -1.588 1.755 0.167
H -0.020 1.738 0.992
H 0.172 1.943 -0.664
H 1.501 -1.291 0.066
H 2.071 1.637 0.088
*
```

Computed properties:
- energy relative to the best compared isomer or geometry (same formula, charge and spin) (kJ/mol) = 296.7
- orbital gap (hartree) = 0.37421
- structure (SMILES) = C[N+](C)(C)/C=C/Br
- E_tot (eV) = -76886.428

What did we get for F_max? Answer: 1.93; 5.03; 3.39; 4.67; 4.37; 5.60; 3.82; 1.51; 5.75; 1.90; 7.23; 5.90; 5.83 eV/Å, in the order shown.